{
  "formula": "C28H45B2BrF7N7O7",
  "method": "ωB97M-V/def2-TZVPD",
  "max_force_ev_per_a": 1.40,
  "smiles": "COCCCCCCCc1c(Br)c(C(F)(F)C(F)(F)C(F)(F)F)c2nc(B(O)O)c(B(N)O)nc2c1N.CNC(C)=O.CNC(C)=O.CNC(C)=O",
  "e_homo_ev": -8.9,
  "elements": ["C", "O", "C", "C", "C", "C", "C", "C", "C", "C", "C", "Br", "C", "C", "F", "F", "C", "F", "F", "C", "F", "F", "F", "C", "N", "C", "B", "O", "O", "C", "B", "N", "O", "N", "C", "C", "N", "H", "H", "H", "H", "H", "H", "H", "H", "H", "H", "H", "H", "H", "H", "H", "H", "H", "H", "H", "H", "H", "H", "H", "H", "C", "N", "C", "C", "O", "H", "H", "H", "H", "H", "H", "H", "C", "N", "C", "C", "O", "H", "H", "H", "H", "H", "H", "H", "C", "N", "C", "C", "O", "H", "H", "H", "H", "H", "H", "H"],
  "coordinates": [[0.593166, 0.388572, -4.702280], [0.677724, -0.525899, -5.776168], [-0.261015, -1.579369, -5.689878], [0.112046, -2.667897, -4.668558], [1.624239, -2.895002, -4.500984], [2.080232, -2.721222, -3.047842], [3.611560, -2.774249, -2.880708], [4.180568, -1.568509, -2.132948], [4.140349, -1.673204, -0.595523], [2.814499, -1.232650, -0.023139], [2.470535, 0.150896, 0.109200], [3.858316, 1.338547, -0.404204], [1.232064, 0.605612, 0.568419], [0.674353, 2.015127, 0.783161], [0.342940, 2.109428, 2.101976], [-0.471393, 2.154548, 0.045468], [1.368118, 3.395181, 0.512568], [0.497258, 4.302080, 1.026064], [2.510942, 3.559915, 1.194888], [1.523762, 3.788946, -1.009123], [2.729534, 4.347007, -1.223570], [0.594238, 4.687692, -1.354717], [1.384278, 2.731270, -1.819866], [0.270835, -0.410256, 0.914440], [-0.964615, -0.046513, 1.336664], [-1.824639, -0.985155, 1.639206], [-3.251974, -0.472762, 2.129265], [-3.631024, -0.570051, 3.437402], [-4.042446, 0.210663, 1.228155], [-1.479397, -2.376861, 1.560024], [-2.538554, -3.484089, 1.962333], [-2.287477, -4.345510, 3.069941], [-3.756618, -3.538434, 1.312730], [-0.284678, -2.748086, 1.158937], [0.599178, -1.779456, 0.815271], [1.882290, -2.186763, 0.341395], [2.142125, -3.554429, 0.240551], [0.370689, -0.108923, -3.752936], [-0.178701, 1.142304, -4.894634], [1.558338, 0.888409, -4.611269], [-0.359398, -1.993662, -6.694413], [-1.240863, -1.162025, -5.420753], [-0.312609, -2.391999, -3.697549], [-0.371805, -3.600574, -4.965751], [1.886608, -3.908553, -4.818030], [2.186236, -2.197493, -5.123481], [1.610777, -3.501132, -2.443058], [1.706808, -1.754280, -2.694937], [3.896705, -3.694181, -2.362364], [4.072467, -2.826529, -3.871595], [3.631512, -0.673632, -2.441541], [5.219555, -1.394482, -2.426584], [4.335527, -2.705431, -0.302892], [4.949287, -1.074027, -0.175593], [-3.510221, -1.424390, 3.862659], [-4.663022, -0.347925, 0.753083], [-2.763183, -5.237332, 2.925788], [-1.292959, -4.553276, 3.084564], [-3.700381, -3.385231, 0.365849], [2.966842, -3.836024, 0.752476], [1.342955, -4.085135, 0.564470], [3.884552, 7.253763, -1.460617], [5.016379, 7.927257, -2.068319], [5.127518, 9.232864, -2.433688], [3.930804, 10.124252, -2.186581], [6.152280, 9.656126, -2.938530], [4.162910, 6.836717, -0.491030], [3.537821, 6.443983, -2.099774], [3.066751, 7.951172, -1.312516], [5.844967, 7.386138, -2.258097], [4.180997, 11.122596, -2.530708], [3.057269, 9.767364, -2.733211], [3.685096, 10.164408, -1.124854], [-2.924260, 4.711894, 1.002855], [-4.208941, 5.192715, 1.475671], [-5.422385, 4.581659, 1.385201], [-5.455051, 3.237404, 0.698433], [-6.422533, 5.105224, 1.845681], [-2.219091, 4.610500, 1.829592], [-2.497227, 5.401826, 0.272376], [-3.033976, 3.740277, 0.532882], [-4.242274, 6.086220, 1.940043], [-6.477610, 2.872220, 0.708988], [-5.117969, 3.322802, -0.335624], [-4.818238, 2.520869, 1.215013], [-2.955174, -7.000124, 7.296638], [-2.894034, -6.813074, 5.860775], [-3.251377, -7.684303, 4.884054], [-3.790288, -9.030019, 5.306643], [-3.139704, -7.376979, 3.706465], [-3.608423, -6.255994, 7.754566], [-1.963067, -6.904992, 7.740414], [-3.341945, -7.985963, 7.531511], [-2.553142, -5.930093, 5.510628], [-4.025758, -9.594344, 4.410171], [-3.052199, -9.580618, 5.890547], [-4.695159, -8.917348, 5.904336]],
  "forces_ev_per_a": [[0.030, 0.028, -0.035], [0.060, -0.022, 0.031], [-0.234, 0.055, 0.029], [0.150, 0.133, 0.072], [0.046, -0.160, 0.174], [0.020, -0.156, -0.220], [-0.207, -0.004, 0.020], [0.243, 0.060, -0.015], [-0.079, 0.080, -0.044], [-0.321, 0.029, 0.203], [-0.602, 0.040, 0.213], [-0.190, 0.245, 0.121], [0.521, -0.372, -0.365], [0.061, -0.022, 0.068], [0.080, 0.044, -0.070], [0.089, 0.014, 0.033], [-0.234, 0.243, 0.088], [0.156, -0.038, -0.040], [-0.050, -0.231, -0.264], [0.179, 0.124, -0.172], [-0.466, -0.324, 0.070], [0.292, -0.299, 0.061], [0.158, 0.235, 0.211], [0.270, -0.197, -0.133], [-0.079, -0.072, 0.007], [-0.031, -0.511, 0.028], [0.164, 0.208, -0.028], [-0.666, -0.283, -0.349], [0.128, -0.074, 0.150], [-0.009, 0.173, -0.048], [-0.002, 0.059, 0.223], [0.186, -0.424, -1.318], [0.007, -0.270, 0.056], [0.007, 0.059, 0.045], [0.052, 0.325, -0.187], [0.133, 0.171, 0.122], [-0.114, 0.069, 0.237], [0.023, 0.004, 0.005], [-0.023, -0.033, 0.048], [-0.045, 0.001, -0.020], [0.198, 0.007, 0.010], [-0.041, -0.073, -0.083], [0.021, -0.077, -0.006], [-0.130, 0.083, 0.020], [0.055, 0.074, -0.107], [-0.063, -0.018, -0.078], [-0.052, 0.162, 0.098], [-0.010, -0.047, 0.103], [0.043, 0.016, -0.036], [-0.016, 0.058, 0.028], [0.084, -0.008, -0.039], [-0.014, -0.110, -0.008], [0.048, 0.060, -0.063], [-0.102, -0.024, 0.048], [0.504, 0.157, 0.196], [-0.134, 0.146, 0.001], [-0.203, -0.021, 0.610], [0.025, 0.202, 0.559], [-0.054, 0.340, 0.043], [0.114, -0.045, -0.219], [-0.034, 0.013, 0.038], [0.250, 0.040, -0.092], [-0.046, 0.016, 0.040], [-0.020, 0.010, 0.009], [0.035, 0.031, -0.021], [0.004, 0.008, -0.004], [-0.068, -0.008, 0.019], [-0.072, 0.004, 0.001], [-0.017, 0.002, 0.007], [0.003, -0.003, -0.004], [0.027, -0.004, -0.010], [-0.025, -0.007, 0.036], [-0.041, -0.017, -0.005], [-0.062, 0.130, 0.101], [0.025, -0.017, -0.043], [0.059, -0.014, -0.004], [-0.086, 0.018, 0.027], [-0.012, 0.008, -0.014], [0.010, -0.048, -0.019], [0.016, -0.035, -0.034], [0.021, -0.021, 0.002], [0.001, -0.002, 0.015], [-0.026, 0.055, 0.023], [0.045, -0.038, 0.007], [0.024, -0.034, -0.068], [0.033, 0.116, -0.091], [0.022, -0.020, 0.021], [-0.007, 0.073, 0.060], [0.011, -0.006, -0.061], [0.014, 0.029, -0.134], [-0.026, -0.032, 0.024], [-0.003, -0.041, 0.022], [-0.004, -0.011, 0.011], [-0.028, 0.017, 0.002], [0.008, 0.019, -0.021], [-0.026, -0.003, 0.038], [0.017, -0.017, 0.037]]
}